Entry 1:
Molecular formula: FeH12O6
Method: DFT, ωB97M-V/def2-TZVPD

## Properties
**Charge**: +3
**HOMO (spin up / spin down)**: -26.1 / -25.9 eV
**Spin multiplicity**: 6
**ΔE to the lowest compared entry with this formula, charge and spin**: 52.34 kJ/mol

```
19
Properties=species:S:1:pos:R:3:forces:R:3
Fe 0.00663 -0.02537 0.06374 0.4 0.3 -0.6
O 0.13063 1.58563 1.15574 0.4 0.4 -0.9
H 0.63563 2.35063 0.82974 0.0 0.2 0.4
H -0.06437 1.69863 2.07974 -0.2 0.4 1.1
O 0.51363 -1.03837 1.72874 -0.2 -0.7 0.4
H 0.09263 -0.95737 2.59674 -0.3 0.7 0.4
H 0.79263 -1.95937 1.82874 0.6 -0.6 -0.6
O -1.92037 -0.22437 0.51874 -0.8 -0.7 0.6
H -2.50237 -0.52437 -0.18326 -0.5 0.2 -1.0
H -2.42737 -0.55537 1.29174 0.5 0.3 0.3
O -0.58837 1.28863 -1.39326 -0.3 1.5 0.6
H -0.60237 1.09663 -2.33226 0.0 -0.2 -0.8
H -0.90237 2.24163 -1.31026 0.3 -1.3 0.0
O 2.00463 0.12363 -0.52526 0.0 -0.8 -0.1
H 2.55763 -0.68237 -0.59026 0.0 0.2 0.2
H 2.55063 0.80063 -0.95526 -0.1 0.5 0.0
O -0.17837 -1.42137 -1.40026 0.5 1.7 0.6
H -0.54637 -2.26937 -1.29526 -1.3 -2.3 0.3
H 0.44763 -1.52837 -2.10826 0.8 0.1 -1.0
```
Forces are in eV/Å.

***

Entry 2:
Molecular formula: C24H27ClN2O5
Method: DFT, ωB97M-V/def2-TZVPD

## Properties
**Charge**: 0
**HOMO**: -8.4 eV
**ΔE to the lowest compared entry with this formula, charge and spin**: 85.24 kJ/mol

```
59
Properties=species:S:1:pos:R:3:forces:R:3
C 4.70133 4.71899 -0.49134 0.3 0.4 0.2
O 3.78752 3.93576 -1.22835 -0.2 -0.2 0.0
C 3.55499 2.63279 -0.92308 -0.1 -0.1 -0.2
C 2.78782 1.95699 -1.86832 0.2 0.2 0.2
C 2.44855 0.62669 -1.72231 0.1 -0.2 0.2
C 2.86491 -0.06442 -0.59765 0.0 -0.1 -0.2
C 2.51880 -1.51843 -0.38426 -0.4 0.5 -0.2
O 3.70717 -2.25071 -0.12586 0.3 -0.1 -0.4
C 3.77369 -2.71332 1.12906 0.0 -0.2 0.9
O 4.75806 -3.22118 1.57994 0.0 0.0 -0.1
C 2.45216 -2.49608 1.83827 0.0 0.0 -0.1
C 1.58304 -1.73413 0.84444 -0.1 -0.3 0.1
C 0.35508 -2.56649 0.45374 0.3 0.2 0.1
O 0.25079 -3.73120 0.78812 0.1 -0.3 0.1
N -0.57710 -1.96220 -0.31462 -0.3 -0.1 -0.3
C -0.68141 -0.56361 -0.65783 0.0 0.4 0.3
C -1.87860 0.05769 0.07522 0.3 0.0 -0.3
N -3.07220 -0.65367 -0.32829 0.2 0.1 0.0
C -4.31481 -0.02581 -0.13089 -0.4 0.2 0.0
C -4.48982 0.95338 0.84511 0.0 -0.1 0.0
C -5.71470 1.57609 0.99744 -0.1 -0.1 -0.2
Cl -5.89863 2.78846 2.22016 0.0 0.1 0.1
C -6.78981 1.23869 0.19620 0.0 0.1 0.1
C -6.60686 0.27771 -0.78216 0.1 0.0 0.1
C -5.38801 -0.35496 -0.97356 0.0 0.0 0.0
C -5.23144 -1.33560 -2.09686 0.0 0.0 0.0
C -2.98257 -2.05307 0.05250 0.2 -0.2 -0.2
C -1.78656 -2.68909 -0.65442 -0.3 -0.3 0.2
C 3.62684 0.59652 0.35832 0.0 0.0 0.0
C 3.98868 1.92888 0.21986 0.0 0.0 0.1
O 4.74129 2.59207 1.15150 -0.2 0.1 -0.4
C 5.26774 1.86997 2.23914 0.1 -0.1 0.2
H 4.36049 4.88553 0.53209 0.0 0.0 -0.1
H 4.74522 5.67112 -1.01991 0.0 -0.1 0.0
H 5.69530 4.26773 -0.47312 -0.1 0.0 0.0
H 2.47461 2.51440 -2.73634 0.0 0.1 -0.1
H 1.87113 0.13065 -2.48700 -0.1 -0.1 -0.1
H 2.07776 -1.93237 -1.29863 0.0 0.1 0.1
H 2.60566 -1.97975 2.78427 0.1 0.0 0.0
H 2.01506 -3.47768 2.04772 0.1 0.1 0.0
H 1.26540 -0.77243 1.25065 0.0 -0.1 -0.1
H 0.23090 -0.02104 -0.42219 0.0 0.0 0.0
H -0.85784 -0.49018 -1.73674 0.1 0.1 0.1
H -1.97327 1.10638 -0.21037 0.0 0.0 0.1
H -1.69672 -0.00705 1.16172 0.0 0.1 0.0
H -3.67747 1.22881 1.49788 0.1 0.0 0.1
H -7.74337 1.72421 0.32545 -0.1 0.1 0.0
H -7.43405 0.02387 -1.42871 -0.1 0.0 -0.1
H -5.85699 -1.04078 -2.93630 0.0 0.0 -0.1
H -5.53879 -2.33661 -1.79328 0.0 -0.1 0.0
H -4.19521 -1.37427 -2.42141 0.1 -0.1 -0.1
H -3.89902 -2.57035 -0.22315 0.0 0.0 0.0
H -2.84479 -2.15246 1.14228 -0.1 0.0 0.0
H -1.65902 -3.72529 -0.34010 0.0 0.1 -0.1
H -1.92886 -2.64665 -1.73865 0.0 0.0 0.0
H 3.95797 0.04222 1.22196 0.1 0.0 0.1
H 4.47667 1.50275 2.90097 0.0 0.0 0.0
H 5.88689 1.03121 1.90749 0.0 0.0 0.0
H 5.88644 2.58132 2.78422 0.0 -0.1 0.0
```
Forces are in eV/Å.

***

Entry 3:
Molecular formula: C18H59N3O10
Method: DFT, ωB97M-V/def2-TZVPD

## Properties
**Charge**: -1
**HOMO (spin up / spin down)**: 0.2 / -6.6 eV
**Spin multiplicity**: 2
**ΔE to the lowest compared entry with this formula, charge and spin**: 0.00 kJ/mol

```
90
Properties=species:S:1:pos:R:3:forces:R:3
C -2.31453 2.48273 -1.41560 -0.7 0.8 0.0
C -3.47715 1.61257 -1.88995 1.3 1.1 -0.5
O -2.92825 0.46859 -2.53077 -0.8 -1.2 0.1
H -1.66888 1.87535 -0.78131 0.0 0.4 0.1
H -2.73579 3.36211 -0.92843 0.1 -0.3 0.8
H -1.71933 2.99543 -2.17124 0.1 -0.7 -0.7
H -4.12503 2.14723 -2.58457 -0.1 0.1 0.0
H -4.08035 1.35059 -1.02068 0.1 -0.6 -0.1
H -2.47747 0.68529 -3.35018 0.0 0.4 0.1
C 5.04422 -1.66563 -0.80061 -1.3 0.9 -0.5
C 4.15491 -0.42972 -1.03524 -1.0 0.3 1.9
O 4.17546 0.20807 -2.26485 1.2 0.2 -1.2
H 4.67914 -2.06399 0.14604 0.0 -0.5 -0.2
H 6.10973 -1.46910 -0.68158 0.0 0.3 -0.3
H 4.82803 -2.29348 -1.66500 0.3 -0.6 0.3
H 4.31913 0.29787 -0.24041 0.6 0.3 0.3
H 3.08355 -0.57615 -0.89795 0.1 -1.1 0.1
H 5.10865 0.35809 -2.43294 0.1 0.3 -0.5
C -2.18979 -4.84727 -2.32773 0.2 -0.3 0.0
C -1.58597 -3.86471 -3.37145 -1.6 0.7 1.8
O -0.37523 -3.28925 -2.92549 0.8 -0.8 -0.7
H -1.42831 -5.53226 -1.95488 0.0 -0.3 -0.4
H -3.06053 -5.38061 -2.70913 0.3 -0.4 -0.6
H -2.61906 -4.46659 -1.40095 0.3 1.1 -0.1
H -2.34527 -3.09016 -3.47942 -0.1 0.3 -0.3
H -1.51284 -4.32542 -4.35659 0.6 -0.1 0.2
H -0.42377 -2.44332 -2.47421 -0.7 -0.2 0.1
O -2.09226 -1.04953 -0.40281 0.4 -0.3 0.2
H -2.51963 -0.78346 -1.21693 -0.2 0.5 -0.7
H -2.81425 -1.24609 0.19413 -0.1 -0.2 0.5
O 0.70840 -0.46010 -0.28002 0.2 0.0 -0.6
H -0.24170 -0.57641 -0.28246 -0.8 -0.1 0.3
H 0.94301 -0.42097 0.64715 0.4 0.0 0.9
O 1.37680 -0.59779 2.63026 0.2 0.0 -1.1
H 1.20043 -1.36856 3.16976 -0.2 -0.5 0.4
H 1.30350 0.14041 3.23517 -0.1 0.6 0.5
O 0.69982 -0.16675 -2.99461 -0.2 0.2 -0.8
H 0.03300 -0.75562 -3.34791 0.0 -0.1 -0.3
H 0.64254 -0.28094 -2.04598 0.4 0.1 0.8
C -5.54662 4.36099 0.18600 -0.6 -1.5 0.1
C -5.25523 4.20471 1.73454 0.4 -1.4 -3.5
C -4.58889 2.83097 2.07516 0.2 1.6 1.0
O -3.25749 2.79518 1.55879 -1.0 -0.5 -0.3
C -2.52861 1.64127 1.95160 0.1 -0.6 -0.4
N -4.37371 5.28061 1.96737 0.1 1.7 2.3
H -6.03274 3.46086 -0.19023 0.2 -0.4 -0.2
H -4.62705 4.51264 -0.37924 0.2 -0.2 0.3
H -6.22820 5.12942 -0.17878 0.0 0.5 0.9
H -6.18383 4.24659 2.30378 0.1 0.3 0.1
H -5.31269 2.03502 1.90000 0.5 -0.6 -0.9
H -4.45600 2.82433 3.15701 -0.2 0.0 0.5
H -1.72041 1.46825 1.24098 -0.1 0.2 0.0
H -3.15790 0.75161 1.92738 -0.2 -0.1 -0.1
H -2.06579 1.64294 2.93847 -0.2 0.6 0.3
H -4.42575 5.37264 2.97182 0.6 0.8 0.4
H -3.40508 5.06639 1.77770 0.0 -0.4 -0.3
C 5.60963 4.41714 1.03580 0.0 0.8 -0.2
C 4.11374 4.69774 0.95185 -0.3 -2.0 0.7
C 3.32331 3.65684 0.09656 0.9 1.6 -1.0
O 2.00052 4.03255 0.15046 -1.9 -0.2 0.5
C 1.15243 3.12628 -0.54848 -0.3 0.5 0.3
N 3.59044 4.67360 2.29613 -0.6 0.1 1.2
H 5.99124 5.10612 1.78930 0.3 0.2 -0.2
H 6.08939 4.59056 0.07255 0.2 0.0 0.0
H 5.90064 3.43438 1.40675 -0.5 -0.3 -0.2
H 3.85427 5.73333 0.73201 0.5 -0.1 -1.3
H 3.43044 2.60871 0.37594 0.5 -0.1 0.4
H 3.55316 3.78361 -0.96136 0.9 -0.4 -0.4
H 1.09823 2.12177 -0.12883 0.3 -0.1 0.4
H 1.47004 3.00195 -1.58374 -0.1 0.2 -0.3
H 0.15389 3.55513 -0.46415 0.0 0.0 -0.3
H 3.56199 3.74620 2.69515 0.3 -0.4 0.0
H 2.61266 4.90580 2.19548 -0.3 0.1 0.3
C -0.68915 -3.67571 1.10747 0.3 -0.3 0.5
C 0.70560 -4.26233 1.12193 1.0 -2.7 -0.5
C 0.82570 -5.85062 0.95752 0.1 1.1 2.0
O 2.19070 -6.23081 1.30075 -1.7 0.3 -0.7
C 2.45400 -7.59207 1.15602 2.1 -0.1 0.0
N 1.45551 -3.68381 0.01961 -0.2 0.6 -0.2
H -0.58031 -2.64788 1.45363 -0.2 0.1 0.1
H -1.37525 -4.18496 1.78425 -0.2 0.0 -0.2
H -1.01328 -3.62404 0.06806 -0.5 -0.2 0.2
H 1.27903 -4.02483 2.01796 -0.4 -0.1 0.4
H 0.43462 -6.23971 0.01743 0.6 0.2 -0.6
H 0.21140 -6.34450 1.71039 -0.4 0.1 0.3
H 3.40262 -7.72048 1.67728 0.1 -0.1 0.3
H 2.75017 -7.84997 0.13923 -0.6 -0.1 -0.5
H 1.81151 -8.36364 1.58027 -0.8 0.4 0.0
H 1.22173 -4.21009 -0.81013 0.1 -0.2 -0.4
H 0.90056 -2.85093 -0.11621 0.8 1.0 -0.6
```
Forces are in eV/Å.

***

Entry 4:
Molecular formula: C7H6
Method: DFT, ωB97M-V/def2-TZVPD

## Properties
**Charge**: 0
**HOMO (spin up / spin down)**: -6.7 / -8.9 eV
**Spin multiplicity**: 3
**ΔE to the lowest compared entry with this formula, charge and spin**: 43.99 kJ/mol

```
13
Properties=species:S:1:pos:R:3:forces:R:3
C 1.42868 0.73092 0.21068 1.2 1.2 2.0
C 0.47471 1.19532 -0.58215 -1.7 -2.2 -2.0
C 1.04004 -0.54971 0.80767 0.2 -1.2 -1.9
C -1.57506 0.97235 -1.39065 -0.9 -2.2 -1.8
C -0.32794 -0.89468 0.22778 -1.4 0.0 1.8
C -0.16292 1.44888 -1.77784 -0.7 2.7 -0.1
C -0.66398 0.15308 -0.53565 0.0 0.7 1.6
H 2.29451 1.21794 0.58769 0.9 0.3 -0.4
H 1.79810 -1.12122 0.22511 -0.1 -0.8 0.7
H 1.22140 -0.65619 1.84484 0.0 -0.3 1.1
H -2.20793 1.66942 -0.74908 0.7 -0.7 -1.4
H -2.08751 0.32969 -2.23247 0.4 1.7 1.7
H -1.05403 -1.61694 0.75436 1.4 0.9 -1.4
```
Forces are in eV/Å.

***

Entry 5:
Molecular formula: C4H8O3
Method: DFT, ωB97M-V/def2-TZVPD

## Properties
**Charge**: 0
**HOMO**: -10.1 eV
**ΔE to the lowest compared entry with this formula, charge and spin**: 195.96 kJ/mol

```
15
Properties=species:S:1:pos:R:3:forces:R:3
O -1.28301 -1.34524 -0.80489 -0.4 -0.6 0.5
C -0.27596 -0.96645 -0.27321 -0.3 1.6 -1.3
C -0.21597 -0.32290 1.09494 1.0 -2.0 -0.2
C 1.21302 -0.30236 1.62897 0.2 0.7 -0.2
C 1.29099 0.45339 2.92044 0.6 0.2 0.4
O 2.06411 0.17911 3.79815 0.0 -0.1 0.2
H 0.58467 -0.80270 -0.95342 0.5 -0.4 0.4
H -0.60768 0.67634 0.95714 -0.4 0.2 0.3
H -0.77484 -0.99666 1.74785 -0.6 0.6 0.1
H 1.88096 0.24238 0.94574 -0.1 0.1 -0.1
H 1.69229 -1.27423 1.75271 -0.3 -0.1 0.1
H 0.65324 1.35159 3.05201 -0.2 -0.1 -0.3
O -1.80119 0.85951 -5.55001 -0.7 0.4 0.7
H -2.18005 1.75262 -5.55399 0.3 -0.2 -0.3
H -2.24058 0.49560 -4.76244 0.4 -0.2 -0.4
```
Forces are in eV/Å.

***

Entry 6:
Molecular formula: C4H7NO2
Method: DFT, ωB97M-V/def2-TZVPD

## Properties
**Charge**: 0
**HOMO**: -10.1 eV
**ΔE to the lowest compared entry with this formula, charge and spin**: 24.06 kJ/mol

```
14
Properties=species:S:1:pos:R:3:forces:R:3
C -1.40651 -0.91369 0.16968 0.1 0.0 0.0
C -0.38560 -0.17107 -0.71191 -0.2 0.0 -0.1
C 0.07232 1.21023 -0.22670 -0.5 -0.3 -0.2
N 1.21598 0.86424 0.58340 -0.1 -0.3 0.1
C 1.70219 -0.36299 0.19406 0.3 -0.3 0.2
O 2.70504 -0.91576 0.55824 -0.4 0.2 -0.1
O 0.84723 -0.89859 -0.73034 0.2 -0.2 -0.1
H -1.12685 -0.91998 1.23081 0.1 0.1 -0.2
H -1.46219 -1.95885 -0.15375 0.1 0.2 0.0
H -2.42397 -0.50576 0.09376 0.3 0.1 -0.1
H -0.77997 -0.08654 -1.72751 0.2 -0.2 0.0
H -0.79767 1.60846 0.27705 0.2 0.7 0.5
H 0.40468 1.84587 -1.06170 -0.4 -0.1 0.2
H 1.43532 1.20444 1.50492 0.0 0.1 -0.2
```
Forces are in eV/Å.

***

Question: Which value of charge does entry 5 give?
Answer: 0